Formula: C15H22N2O4
Source: OMol25
Level of theory: the ωB97M-V functional and the def2-TZVPD basis

```
! RIJCOSX wB97M-V def2-TZVPD def2/J DEFGRID3
* xyz 0 1
O 1.5467 -2.6765 -1.8486
C 2.2478 -1.8333 -1.3135
C 1.8492 -1.2234 0.0244
C 2.3573 -2.0810 1.1831
O 3.7714 -2.1268 1.1200
N 0.4040 -1.1885 0.0445
C -0.2793 -0.3114 0.8207
O 0.2836 0.4871 1.5527
C -1.7802 -0.3483 0.6777
C -2.4166 0.9215 0.0363
C -3.4553 0.8929 1.1506
C -2.6041 -0.0749 1.9608
C -4.9517 0.7935 0.9230
C -4.3548 1.9549 1.6237
C -4.4832 2.6274 2.9344
C -4.3628 3.4291 1.6414
N 3.3841 -1.3996 -1.9340
C 3.3916 -1.2176 -3.3824
C 4.7055 -0.4868 -3.5833
C 4.7347 0.4204 -2.3608
O 3.9952 -0.2574 -1.3371
H 2.2398 -0.2144 0.1269
H 2.0044 -1.6229 2.1107
H 1.9197 -3.0816 1.0865
H 4.1004 -2.6056 1.8849
H -0.0718 -1.8618 -0.5353
H -2.1127 -1.2531 0.1676
H -1.7462 1.7789 0.1193
H -2.7701 0.8264 -0.9898
H -3.1016 -0.9270 2.4225
H -1.9887 0.4419 2.6991
H -5.2698 0.9544 -0.1016
H -5.5337 0.0699 1.4805
H -5.4451 2.6387 3.4301
H -3.6268 2.6081 3.5970
H -3.4492 3.9721 1.4390
H -5.2708 3.9206 1.3141
H 3.3433 -2.1860 -3.8704
H 2.5328 -0.6151 -3.6960
H 5.5345 -1.1933 -3.5615
H 4.7385 0.0710 -4.5165
H 5.7404 0.5982 -1.9822
H 4.2495 1.3793 -2.5585
*
```

As for the HOMO energy: -8.93 eV. Its SMILES is O=C([C@H](CO)NC(=O)[C@H]1C[C@@]2(C1)C[C@]21CC1)N1CCCO1. The total energy is -995.117514 a.u. The calculation puts the HOMO-LUMO gap at 9.696 eV. The relative energy (zero: lowest compared OMol25 entry of this formula, charge and spin) is 535.7 kJ/mol. The value obtained for the strongest force on any atom is 0.52 eV Å⁻¹.

Atom charges from the natural (NBO) analysis, given in e for atoms 1 to 6: -0.62, 0.68, -0.17, -0.06, -0.72, -0.61

Formula: BrF2N
Source: OMol25
Level of theory: the ωB97M-V functional and the def2-TZVPD basis

```
! RIJCOSX wB97M-V def2-TZVPD def2/J DEFGRID3
* xyz 0 1
F -0.9720 0.1131 0.6822
N -0.0063 0.4808 -0.0422
F 1.1273 -0.0309 0.9508
Br -0.1490 -0.5629 -1.5908
*
```

As for the HOMO energy: -11.28 eV. Its SMILES is FN(F)Br. The total energy is -2828.309564 a.u. The calculation puts the HOMO-LUMO gap at 10.353 eV. The relative energy (zero: lowest compared OMol25 entry of this formula, charge and spin) is 39.3 kJ/mol. The value obtained for the strongest force on any atom is 4.23 eV Å⁻¹.

Per-atom natural (NBO) charges, elementary charge units: -0.15, 0.27, -0.32, 0.21